(1)
Formula: C46H43IrN8S4Se
Source: the OMol25 dataset
Level of theory: ωB97M-V/def2-TZVPD

The geometry in XYZ format:
```
103
Properties=species:S:1:pos:R:3:forces:R:3
Ir -1.20815 -1.72447 -0.88975 -0.4 -1.2 0.5
Se -3.89070 0.21840 0.75129 1.6 0.5 -0.5
S -0.85551 1.49707 0.66457 -0.6 0.3 0.5
S 1.97785 0.82158 0.86236 -0.2 -0.3 -0.2
S -1.22328 -2.57067 1.38083 0.2 0.5 -0.3
S 1.89898 -0.38560 -1.54608 -0.2 -0.1 0.1
N 0.76279 1.73900 0.61898 -0.2 -0.1 0.0
N -1.59180 -1.94457 -2.93632 -0.1 0.5 -0.1
N -3.54289 -3.33549 2.48803 -0.1 0.3 0.1
N -1.50343 0.24938 0.20705 -1.4 0.0 0.2
N -2.99373 -2.58503 -0.85370 0.1 -0.2 0.0
N 2.77876 0.35006 -0.37729 0.4 0.1 0.0
N 0.68308 -1.02035 -1.14149 0.1 -0.1 -0.2
N -3.65721 -2.90802 0.27076 -0.3 -0.6 0.4
C 2.73649 2.56357 -4.19231 0.0 0.0 0.0
C -0.52400 3.60440 -1.11902 0.1 -0.1 0.1
C -0.97921 3.17574 2.84071 0.0 -0.1 0.0
C -1.35918 2.97691 -0.20596 0.2 0.1 -0.1
C -3.18406 -2.89396 3.83442 -0.1 -0.1 -0.1
C 3.46527 -3.55233 -3.40679 0.0 0.0 0.0
C -4.20264 -1.90313 4.38442 0.0 0.0 -0.1
C 4.47834 -1.31806 -2.07977 -0.1 0.0 0.0
C 2.77847 2.89881 2.44288 -0.2 0.1 -0.1
C 1.01534 -1.29338 4.12596 0.0 0.0 0.1
C 1.67317 -0.54165 1.95979 0.0 0.0 0.1
C 4.43351 1.21149 1.90036 0.0 -0.1 -0.1
C -0.84503 -1.60156 -3.99514 0.1 0.0 0.1
C -2.92735 -2.91454 1.36162 0.4 -0.1 -0.5
C -4.82044 -3.69472 -2.06631 0.1 0.1 -0.2
C 0.33793 2.31310 -4.08816 0.0 0.0 0.0
C 2.59073 -2.62057 -2.86786 -0.1 0.0 0.0
C -3.13668 -2.96379 -4.44777 -0.2 -0.1 0.1
C -1.82173 2.48626 4.98087 0.0 -0.1 0.0
C 3.16131 1.75607 1.76785 0.1 0.0 0.1
C 1.94779 -2.84040 2.52984 0.0 0.0 0.0
C 1.75210 0.92890 -2.75305 0.4 0.0 0.0
C 2.88990 1.54958 -3.26219 -0.1 0.0 0.0
C 1.40263 -2.58147 3.77946 0.0 0.0 0.0
C 1.16030 -0.25847 3.22008 0.0 0.1 -0.1
C -1.17688 -1.91164 -5.29347 -0.1 -0.1 -0.1
C 4.83754 -3.36655 -3.28685 -0.1 -0.1 0.0
C 2.09163 -1.81684 1.60737 0.0 0.1 -0.1
C 3.10853 -1.50607 -2.22647 0.3 0.2 0.1
C -3.53255 -2.94076 -1.98631 -0.3 0.0 0.3
C 5.34289 1.84259 2.72892 0.0 0.0 0.0
C -1.03805 4.62229 -1.90859 0.0 0.0 0.0
C 4.97405 2.99380 3.41847 0.0 0.0 0.0
C -2.75814 -2.60061 -3.15487 0.2 0.0 -0.3
C 3.70115 3.52279 3.26975 0.0 0.0 0.1
C -2.36532 5.00501 -1.77883 -0.1 0.0 0.0
C 5.34280 -2.25807 -2.61962 0.0 0.0 0.0
C 1.46133 2.93520 -4.61186 0.0 0.0 0.0
C -1.24164 1.89633 2.36467 0.1 0.2 0.0
C -3.18372 4.38922 -0.83831 0.1 0.0 0.0
C -2.06168 1.20913 4.49038 0.0 0.0 0.0
C -1.27899 3.47024 4.16123 0.0 0.0 0.0
C 0.47946 1.30910 -3.13844 0.0 -0.1 0.0
C -2.68312 3.37091 -0.04330 0.0 0.0 0.0
C -2.34556 -2.62631 -5.52346 0.0 0.0 -0.1
C -1.77740 0.90485 3.16580 0.0 -0.1 0.0
H 1.27939 -3.38926 4.48923 0.0 0.0 0.0
H -3.31294 2.87231 0.68136 0.0 0.0 0.0
H -2.06894 2.71902 6.00916 0.0 0.0 0.0
H -1.09781 4.46570 4.54535 0.0 0.0 0.0
H -2.62527 -2.90890 -6.53031 0.0 0.0 0.0
H 1.51695 -2.76201 -2.91341 0.0 0.0 0.0
H 5.68411 3.47510 4.07835 0.0 0.0 0.0
H 3.87349 1.24038 -2.93273 0.0 0.1 0.0
H -1.95471 -0.08017 2.74599 0.0 0.0 0.1
H -3.13278 -3.76766 4.48636 0.1 0.0 0.0
H -0.39970 5.10923 -2.63549 0.0 0.0 0.0
H 1.77711 3.29195 2.31511 0.1 0.0 0.0
H 6.33491 1.42827 2.84846 0.0 0.0 0.0
H 4.85006 -0.46540 -1.52677 0.0 0.0 0.0
H 0.51003 3.29676 -1.20517 -0.1 0.1 0.0
H 3.41891 4.41950 3.80523 0.0 0.0 0.0
H -4.21883 4.68547 -0.73066 0.0 0.0 0.0
H -3.89560 -1.55326 5.37276 -0.1 0.0 0.0
H -5.28678 -3.71064 -1.08938 0.0 0.0 0.0
H 2.25840 -3.84257 2.26678 0.0 0.0 0.0
H 2.50618 -2.00081 0.62687 0.0 -0.1 0.0
H 3.07245 -4.42497 -3.91166 0.0 0.0 0.0
H -0.55654 3.92085 2.17628 -0.1 0.1 0.1
H 3.60849 3.06049 -4.59764 0.0 0.0 0.0
H 5.51640 -4.10184 -3.69983 0.0 0.0 0.0
H -4.52692 -3.51084 2.33608 0.0 0.0 0.0
H -0.65325 2.60789 -4.40850 0.0 0.0 0.0
H -0.53267 -1.60823 -6.10752 0.0 0.0 0.1
H 0.88894 0.75535 3.48878 0.0 0.0 0.0
H -5.49953 -3.22757 -2.78258 0.0 0.0 0.0
H 1.34884 3.71444 -5.35534 0.0 0.0 0.0
H -2.19254 -2.44761 3.77628 0.0 0.0 0.0
H -0.38413 0.82403 -2.69409 0.0 0.0 0.0
H -4.04789 -3.53107 -4.57887 0.0 0.1 0.0
H 0.05806 -1.05400 -3.78345 0.1 0.0 0.1
H -2.76710 5.78549 -2.41263 0.0 0.0 0.0
H -2.48604 0.44842 5.13433 0.0 0.0 0.0
H -4.30976 -1.04775 3.71343 0.0 0.0 0.0
H -5.18062 -2.38051 4.48711 0.0 0.1 0.0
H -4.64352 -4.72688 -2.38226 0.0 0.0 0.0
H 0.61175 -1.09024 5.10975 0.0 0.0 0.0
H 4.69270 0.30939 1.36113 0.0 0.0 0.0
H 6.41262 -2.13058 -2.51530 0.0 0.0 0.0
```
Positions in Å, forces in eV/Å.

Expectation value of S²: 0.7541
HOMO level (alpha / beta): -8.94 / -8.91 eV
Calculated total energy: -6314.75288 Eh
2S+1: 2
Energy above the lowest of the compared OMol25 structures with the same formula, charge and spin: 83.9 kcal per mole
Charge: +1

=====

(2)
Formula: C46H44BiFN6O7S
Source: the OMol25 dataset
Level of theory: ωB97M-V/def2-TZVPD

The geometry in XYZ format:
```
106
Properties=species:S:1:pos:R:3:forces:R:3
Bi -0.52502 -2.56992 -0.91130 0.0 0.1 -0.1
S 1.67676 -5.44258 -0.15750 0.2 0.0 -0.1
F -1.33604 4.33059 -1.11445 0.0 0.0 -0.1
O 0.36510 -0.24137 -1.55651 0.0 -0.1 -0.1
O -0.03086 -0.93218 1.10210 -0.1 0.1 0.1
O 1.93389 -2.52733 -1.02431 0.2 0.0 0.1
O -2.50380 -3.62393 -1.22623 0.0 -0.1 0.1
O -3.80188 -5.32566 -3.00365 0.0 -0.1 0.0
O 3.77740 -2.14825 0.19344 0.1 0.0 0.0
O 0.58376 -5.42233 -1.18612 -0.1 0.1 -0.1
N 3.43547 1.87001 0.09125 0.0 0.0 0.0
N 0.71552 7.38628 2.50666 0.0 0.1 0.0
N -0.09707 -2.12544 -8.54883 0.0 0.0 0.0
N -2.23101 -0.89561 -0.39360 0.0 0.0 -0.1
N 0.53965 5.79344 0.18953 -0.1 0.1 -0.4
N -1.96024 0.18008 0.44947 0.0 0.0 0.0
C -2.43667 -5.47309 -3.40346 0.0 0.0 0.0
C 1.22728 1.77940 -0.81595 0.0 0.0 0.0
C -0.29812 -2.24408 -5.97132 0.0 0.0 0.0
C -3.55091 -3.19567 -1.86666 0.1 0.1 0.0
C 1.57515 6.77606 0.29214 0.1 0.0 0.1
C -0.09043 3.03977 4.11194 0.0 0.0 0.0
C 1.14980 -3.15387 3.10076 0.0 0.0 0.0
C 2.03173 3.86093 0.11285 0.0 0.0 0.0
C -4.07143 -1.89146 -1.68909 0.0 0.0 0.0
C 4.43589 2.70655 2.20651 0.0 0.0 0.0
C 4.56406 2.56788 0.69762 0.0 0.0 -0.1
C 0.55275 -2.98151 -3.84753 0.0 0.0 0.0
C 2.52669 -0.28797 -0.51916 0.0 0.0 0.0
C -5.39201 -3.63875 -3.39238 0.0 0.0 0.0
C -0.96689 -4.16206 2.60587 0.0 0.0 0.0
C 1.76548 -7.15197 0.39822 -0.1 0.0 0.0
C -5.92816 -2.36766 -3.16441 0.0 0.0 0.0
C 2.78122 -1.78736 -0.43989 -0.2 -0.1 -0.1
C 0.82007 2.01644 3.88370 0.0 0.0 0.0
C 1.96754 7.03002 1.74508 -0.1 0.0 0.1
C 0.82134 4.46190 -0.17905 0.1 0.0 0.2
C 2.25412 2.51520 -0.21918 0.0 0.0 0.0
C 0.96455 -4.72876 1.31561 0.1 0.0 0.1
C -5.26799 -1.50859 -2.31817 0.0 0.0 0.0
C -3.44115 -0.91109 -0.82798 0.0 0.0 0.0
C -0.18869 -2.18168 -7.40355 0.0 0.0 0.0
C -0.21153 -3.27120 3.36381 0.0 0.0 0.0
C -0.34570 6.31371 2.39781 0.1 0.0 0.0
C 1.32346 0.32142 -1.02766 0.0 0.1 0.1
C -1.49529 2.16736 2.35662 0.0 0.0 0.0
C 0.65467 -2.93968 -5.22994 0.0 0.0 0.0
C -1.44643 -1.66317 -3.94282 0.0 0.1 0.0
C 1.74333 -3.86519 2.07142 0.0 0.0 0.0
C -0.66108 6.09457 0.92634 -0.1 0.0 0.1
C 0.01410 2.39845 -1.12688 0.0 0.0 0.0
C -0.59177 1.12825 2.13743 0.0 0.0 0.0
C -0.49480 -2.34288 -3.18463 0.0 -0.1 0.1
C -0.86049 -2.38114 4.38606 0.0 0.0 0.0
C 0.57204 1.06992 2.89762 0.0 0.0 0.0
C -0.38744 -4.89259 1.57974 0.0 0.0 0.0
C 3.49697 0.51341 -0.02443 0.0 0.0 0.0
C -0.85994 0.01889 1.14817 0.0 -0.1 -0.1
C -4.23605 -4.05311 -2.76826 -0.1 0.1 0.0
C -0.16464 3.71424 -0.82833 0.0 -0.1 0.0
C -1.24531 3.11585 3.33730 0.0 0.0 0.0
C -1.35443 -1.60514 -5.32468 0.0 0.0 0.0
H -0.77250 1.80369 -1.57364 0.0 0.0 0.0
H 1.71001 1.93537 4.49606 0.0 0.0 0.0
H -5.87601 -4.33638 -4.06506 0.0 0.0 0.0
H 4.67604 3.53812 0.21152 0.0 0.0 0.0
H -1.16162 6.98027 0.51102 0.0 0.0 0.0
H 1.30529 -3.51949 -3.28229 0.0 0.0 0.0
H -2.37793 -6.43963 -3.90062 0.0 0.0 0.0
H 2.35978 6.12906 2.21524 0.0 0.0 0.0
H -6.84379 -2.06577 -3.65499 0.0 0.0 0.0
H 1.24494 7.72561 -0.15606 0.0 0.0 0.0
H -2.40252 2.19186 1.76825 0.0 0.0 0.0
H -1.75883 -5.44434 -2.55259 0.0 0.0 0.0
H -1.36319 5.26706 0.85453 0.0 0.1 0.0
H -2.28047 -1.16249 -3.46644 0.0 0.0 0.0
H -2.15817 -4.68697 -4.11151 0.0 0.0 0.0
H 2.38749 -7.19264 1.29229 0.0 0.0 0.0
H -2.09698 -1.07218 -5.90485 0.0 0.0 0.0
H -5.66124 -0.51510 -2.13151 0.0 0.0 0.0
H 0.93611 7.56099 3.48588 0.0 0.0 0.0
H 0.07763 3.74229 4.92200 0.0 0.0 0.0
H 1.74030 -2.44155 3.66625 0.0 0.0 0.0
H 2.45582 6.45581 -0.26131 0.0 0.0 0.0
H -1.20351 6.65128 2.97754 0.0 0.0 0.0
H 2.77664 -3.69057 1.79765 0.0 0.0 0.0
H 1.25050 0.24404 2.71462 0.0 0.0 0.0
H 0.33935 8.25907 2.12838 0.0 0.0 0.0
H -0.86092 -1.34627 4.03318 0.0 0.0 0.0
H -1.89423 -2.67354 4.56872 0.0 0.0 0.0
H -1.98534 3.88597 3.53392 0.0 0.0 0.0
H 0.07459 5.41091 2.83987 0.0 0.0 0.0
H -4.06582 -0.07237 -0.51654 0.0 0.0 0.0
H 3.52290 3.23638 2.48146 0.0 0.0 0.0
H 4.39430 1.72153 2.67259 0.0 0.0 0.0
H 1.46750 -3.44241 -5.73842 0.0 0.0 0.0
H 0.76236 -7.52322 0.60633 0.0 0.0 0.0
H 5.45828 1.99960 0.44572 0.0 0.0 0.0
H 2.22341 -7.72454 -0.40649 0.0 0.0 0.0
H 5.29453 3.24211 2.61530 0.0 0.0 0.0
H -0.32390 -2.40759 5.33619 0.0 0.0 0.0
H 2.78131 4.41715 0.65739 0.0 0.0 0.0
H 2.66921 7.85389 1.86717 0.0 0.0 0.0
H -0.99159 -5.52299 0.93703 0.0 0.0 0.0
H -2.03179 -4.25076 2.78700 0.0 0.0 0.0
H 4.40557 0.04245 0.33199 0.0 0.0 0.0
```
Positions in Å, forces in eV/Å.

HOMO level: -6.47 eV
Calculated total energy: -3347.11274 Eh
2S+1: 1
Energy above the lowest of the compared OMol25 structures with the same formula, charge and spin: 0.0 kcal per mole
Charge: 0